Entry 1:
# C22H6BCl72N2O4

A structure of composition C22H6BCl72N2O4 in a non-equilibrium geometry (ωB97M-V/def2-TZVPD, OMol25).

Values from the calculation:
Total energy (eV): -936362.217
Charge: -1
2S+1: 1
Kohn-Sham gap (Eh): 0.2041
Molar mass (g/mol): 2925.73
HOMO level (eV): -4.8
LUMO level (eV): 0.780

Positions of all 107 atoms, in Å:
C1 2.3052 0.4535 -2.3381
B1 1.6705 1.2524 -3.6275
O1 2.5102 1.2957 -4.8729
N1 0.3096 1.9131 -3.7123
C2 -0.7206 1.2784 -2.8071
C3 -2.2901 1.7055 -3.1792
O2 -2.6828 2.9603 -3.4520
O3 -3.3721 0.6710 -3.2213
O4 0.3601 3.2507 -3.6020
C4 1.3327 3.6993 -2.5946
N2 1.9568 4.1794 -1.5405
H1 3.0585 -0.3869 -2.7074
H2 2.9280 1.2140 -1.6635
H3 1.4951 -0.0116 -1.6150
H4 3.3000 0.6989 -4.7154
H5 -0.6767 0.1040 -3.0135
H6 -0.4644 1.4138 -1.6712
C5 -1.4721 6.2909 -4.1811
Cl1 -3.1264 6.6048 -3.5986
Cl2 -1.5161 5.0382 -5.4473
Cl3 -0.7845 7.7909 -4.8534
Cl4 -0.4615 5.7298 -2.8253
C6 -5.9721 -2.0409 -4.2766
Cl5 -6.4301 -0.3370 -4.5247
Cl6 -5.5042 -2.2884 -2.5753
Cl7 -7.3562 -3.0914 -4.6708
Cl8 -4.5979 -2.4468 -5.3356
C7 -0.6562 5.3529 1.0838
Cl9 -2.1187 5.3528 0.0661
Cl10 0.1935 3.7973 0.9025
Cl11 0.4197 6.6798 0.5776
Cl12 -1.1192 5.5814 2.7890
C8 -3.6562 -6.7315 -4.5600
Cl13 -4.1141 -5.0276 -4.8081
Cl14 -3.1883 -6.9790 -2.8587
Cl15 -5.0402 -7.7821 -4.9541
Cl16 -2.2820 -7.1374 -5.6189
C9 3.8438 0.8171 1.8617
Cl17 2.5647 0.1782 2.9248
Cl18 5.2017 1.4057 2.8538
Cl19 4.4167 -0.4762 0.7783
Cl20 3.1922 2.1607 0.8898
C10 1.1438 -3.1258 5.4259
Cl21 0.6859 -1.4218 5.1778
Cl22 1.6117 -3.3733 7.1272
Cl23 -0.2402 -4.1763 5.0318
Cl24 2.5180 -3.5316 4.3670
C11 0.2438 2.5360 5.7642
Cl25 0.1546 4.0989 6.6150
Cl26 -1.0845 1.4837 6.3145
Cl27 0.0995 2.8059 4.0090
Cl28 1.8057 1.7552 6.1186
C12 -9.3562 1.4513 -6.8011
Cl29 -8.7741 1.3487 -8.4820
Cl30 -11.0490 2.0068 -6.7918
Cl31 -9.2541 -0.1555 -6.0380
Cl32 -8.3474 2.6053 -5.8927
C13 4.0510 0.1006 8.9691
Cl33 4.2652 0.4358 7.2324
Cl34 4.9862 -1.3493 9.4139
Cl35 4.6277 1.4936 9.9186
Cl36 2.3248 -0.1779 9.3118
C14 3.7510 -6.6833 7.2804
Cl37 2.7328 -7.5530 8.4559
Cl38 4.3085 -5.1504 7.9973
Cl39 5.1601 -7.6882 6.8572
Cl40 2.8024 -6.3417 5.8114
C15 -13.3490 5.6212 -7.4733
Cl41 -11.8573 4.8938 -8.1216
Cl42 -14.3679 6.1873 -8.8208
Cl43 -14.2403 4.4037 -6.5256
Cl44 -12.9307 6.9999 -6.4251
C16 5.8321 5.3731 2.1828
Cl45 5.0469 4.9784 3.7328
Cl46 4.8168 4.7935 0.8383
Cl47 6.0378 7.1382 2.0536
Cl48 7.4268 4.5822 2.1066
C17 6.1321 -11.5828 7.5906
Cl49 5.7091 -12.4228 6.0773
Cl50 4.7835 -10.5263 8.0803
Cl51 6.4408 -12.7835 8.8702
Cl52 7.5948 -10.5983 7.3345
C18 -1.6680 -7.9718 4.0455
Cl53 -1.6477 -9.7428 4.2395
Cl54 -2.0415 -7.5641 2.3517
Cl55 -2.9109 -7.2715 5.1129
Cl56 -0.0718 -7.3087 4.4778
C19 -2.8679 9.6317 -8.2614
Cl57 -2.7119 8.0429 -7.4701
Cl58 -4.0573 9.5224 -9.5835
Cl59 -3.4142 10.8380 -7.0693
Cl60 -1.2883 10.1234 -8.9228
C20 2.2320 -12.7999 9.9962
Cl61 0.9529 -13.4387 11.0593
Cl62 3.5899 -12.2113 10.9883
Cl63 2.8049 -14.0932 8.9128
Cl64 1.5804 -11.4562 9.0243
C21 3.1321 6.4806 -6.4327
Cl65 4.6238 5.7532 -7.0810
Cl66 2.1131 7.0467 -7.7802
Cl67 2.2408 5.2631 -5.4850
Cl68 3.5504 7.8593 -5.3845
C22 6.4320 2.1424 -2.1474
Cl69 4.9695 2.1423 -3.1651
Cl70 7.2817 0.5868 -2.3287
Cl71 7.5079 3.4693 -2.6536
Cl72 5.9690 2.3709 -0.4422

Results of the Löwdin charge analysis, in e, for atoms 1 through 5: -0.079 -0.457 0.006 -0.090 -0.068


Entry 2:
# C22H72N12O22

A cluster of 14 separate species, C22H72N12O22 in total in a non-equilibrium geometry (ωB97M-V/def2-TZVPD, OMol25).

Values from the calculation:
Total energy (eV): -86912.416
2S+1: 1
Kohn-Sham gap (Eh): 0.3642
Molar mass (g/mol): 856.88
HOMO level (eV): -9.4
Energy above the lowest of the compared OMol25 structures with the same formula, charge and spin (kcal per mole): 0.00
LUMO level (eV): 0.460

Positions of all 128 atoms, in Å:
C1 5.4403 -2.3330 -2.7353
C2 4.5121 -1.1880 -2.6101
O1 3.2482 -1.8213 -2.3281
O2 5.4100 -3.0666 -1.5700
H1 6.4057 -1.9826 -3.0926
H2 4.9258 -2.9581 -3.5121
H3 4.4394 -0.6147 -3.5477
H4 4.7316 -0.5315 -1.7624
H5 2.7158 -1.0631 -1.9606
H6 5.7485 -2.4533 -0.9227
C3 -2.8879 4.8827 -2.1661
C4 -2.3081 4.5340 -0.7781
O3 -0.8751 4.5646 -0.8720
O4 -4.2313 4.3643 -2.0981
H7 -2.2617 4.4311 -2.9551
H8 -3.0230 5.9490 -2.3647
H9 -2.6012 3.4877 -0.5294
H10 -2.5906 5.1766 -0.0280
H11 -0.5859 3.8033 -1.4108
H12 -4.5692 4.4890 -2.9934
C5 3.6511 -3.9358 0.9153
C6 3.6092 -5.2472 0.0198
O5 3.4328 -5.1341 -1.4397
O6 2.3695 -3.2808 0.9661
H13 4.3122 -3.1734 0.5070
H14 4.0538 -4.2936 1.8535
H15 2.7273 -5.8279 0.2603
H16 4.5098 -5.8156 0.1923
H17 4.0719 -4.4999 -1.8182
H18 1.7672 -3.8624 1.4822
C7 0.3075 -4.2353 3.8005
C8 -0.6881 -3.2377 4.3196
O7 -1.9878 -3.6970 4.3268
O8 0.3749 -4.4129 2.3594
H19 0.1162 -5.2031 4.2344
H20 1.3117 -3.9134 4.1595
H21 -0.5910 -2.3427 3.7275
H22 -0.5243 -3.0553 5.3683
H23 -2.1620 -3.9719 3.3612
H24 -0.5293 -4.4164 1.9831
C9 -4.8685 1.6209 0.5056
C10 -3.9245 1.0790 -0.5052
O9 -2.6396 1.0099 0.0948
O10 -6.1855 1.2042 0.1344
H25 -4.7668 2.7071 0.5766
H26 -4.5973 1.0478 1.3979
H27 -3.8248 1.6781 -1.3409
H28 -4.1699 0.0647 -0.7658
H29 -1.9573 1.4014 -0.4182
H30 -6.7170 1.3229 0.9355
C11 0.7214 -3.0759 -4.7289
C12 1.6269 -2.2234 -5.5259
O11 2.3167 -1.2125 -4.8429
O12 -0.3574 -2.4041 -4.1882
H31 1.3769 -3.4496 -3.8985
H32 0.4634 -3.9061 -5.4075
H33 1.1201 -1.5709 -6.2538
H34 2.3159 -2.8005 -6.1277
H35 2.4519 -1.6121 -3.9883
H36 -0.8692 -3.0023 -3.6256
C13 0.4265 7.2993 0.6286
C14 1.5592 6.4634 1.1716
O13 1.2281 5.0804 1.1689
O14 0.2145 7.1393 -0.7103
H37 0.6529 8.4394 0.6797
H38 -0.4661 7.1561 1.2432
H39 1.8259 6.6376 2.2206
H40 2.3606 6.6561 0.4896
H41 0.5756 4.9616 0.4651
H42 -0.1719 6.3075 -0.9220
C15 -0.6919 2.9589 3.6828
C16 -1.8275 3.6673 2.9470
O15 -2.8720 2.7395 2.7533
O16 -0.2815 1.6272 3.1934
H43 -0.9578 2.8159 4.7292
H44 0.2297 3.4933 3.5806
H45 -1.4324 4.2202 2.0944
H46 -2.2839 4.4020 3.6722
H47 -2.5156 2.0369 2.1463
H48 -0.9949 0.9350 3.3133
C17 -3.4797 -0.4400 4.2049
O17 -2.2925 -0.2712 4.0115
N1 -3.8759 -1.6410 4.5489
N2 -4.4474 0.5060 4.3049
H49 -3.2102 -2.3739 4.6398
H50 -4.8448 -1.8924 4.5705
H51 -4.1266 1.4342 4.1635
H52 -5.2287 0.2845 4.9142
C18 -0.0350 -4.8106 -2.2552
O18 -1.1295 -4.4569 -2.6351
N3 0.6204 -4.1810 -1.2919
N4 0.4251 -6.0595 -2.6686
H53 0.2426 -3.3474 -0.9010
H54 1.6166 -4.3451 -1.1584
H55 1.3715 -6.3091 -2.4033
H56 0.0390 -6.4334 -3.4999
C19 1.4463 0.2920 0.3223
O19 1.9286 -0.0392 -0.7729
N5 0.9097 1.5047 0.5047
N6 1.4510 -0.5059 1.3869
H57 1.0973 2.1811 -0.2346
H58 0.5499 1.7159 1.4383
H59 1.8290 -1.4500 1.2530
H60 1.4060 -0.0257 2.2821
C20 -0.8292 1.2832 -3.1104
O20 -1.0887 2.2174 -2.3496
N7 -1.6354 1.1758 -4.2734
N8 0.0759 0.3508 -2.9065
H61 -1.4917 0.4827 -5.0269
H62 -2.3915 1.8202 -4.2676
H63 0.2779 -0.3386 -3.6501
H64 0.6060 0.1762 -2.0328
C21 3.9777 2.9604 0.7652
O21 4.5559 1.9109 0.5385
N9 3.5193 3.3754 1.9564
N10 3.7466 3.8837 -0.2948
H65 2.7647 4.0105 2.0446
H66 3.7238 2.7713 2.7490
H67 4.0115 3.5332 -1.2001
H68 2.9484 4.5076 -0.1245
C22 -2.3988 -3.0409 0.9718
O22 -2.2107 -4.1546 1.5597
N11 -2.2732 -2.9195 -0.3606
N12 -2.5323 -1.8602 1.6154
H69 -2.2662 -2.0193 -0.8559
H70 -2.2753 -3.6978 -1.0048
H71 -2.2126 -1.7858 2.5420
H72 -2.7340 -1.0075 1.0744

Results of the Löwdin charge analysis, in e, for atoms 1 through 5: -0.268 -0.218 -0.121 -0.060 0.126